(1)
14
Properties=species:S:1:pos:R:3:forces:R:3 method="wB97M-V/def2-TZVPD" lumo_energy_ev=0.93 relative_energy_kcal_mol=16.5 charge=0 homo_lumo_gap_ev=9.8
C 0.109 0.053 -0.206 0.221 0.507 3.134
C 0.206 1.527 0.134 1.140 0.883 -1.175
H -0.885 -1.854 -0.809 1.576 -0.179 -2.628
H 0.565 -2.263 -1.662 -1.584 0.125 -0.098
H -0.364 0.330 -2.096 2.509 -1.977 1.625
H -0.464 1.862 0.934 0.086 -0.424 -0.474
H 1.260 1.825 0.420 -1.176 -0.452 -0.351
H 0.732 -0.198 2.463 1.539 -0.035 0.825
H -0.755 -0.777 2.619 0.572 0.500 -0.533
N -0.304 -1.672 -1.757 0.450 -1.209 3.185
N 0.265 -0.388 -1.477 -3.140 2.850 -3.227
N -0.045 -0.763 0.775 -0.293 -0.619 -0.804
N -0.158 -0.145 2.056 -1.929 -0.374 -0.110
Cl -0.162 2.462 -1.394 0.030 0.403 0.629

(2)
12
Properties=species:S:1:pos:R:3:forces:R:3 method="wB97M-V/def2-TZVPD" lumo_energy_ev=0.71 relative_energy_kcal_mol=0.0 charge=0 homo_lumo_gap_ev=10.2
C -0.296 0.292 0.492 -0.203 0.145 -0.551
C -0.383 -0.790 -0.580 -0.110 -0.048 0.182
H -1.748 -0.270 1.651 0.101 -0.014 0.109
H 0.748 0.560 0.656 -1.864 -0.306 -0.111
H -0.818 1.201 0.155 -0.023 -0.154 0.035
H -1.417 -1.104 -0.731 0.018 -0.026 -0.070
H 0.177 -1.669 -0.250 -0.011 0.068 -0.054
H -0.534 0.669 -2.455 0.037 0.005 0.019
H 2.173 0.773 0.133 0.624 0.088 -0.174
O -0.794 -0.164 1.733 -0.181 -0.022 0.026
S 0.354 -0.293 -2.163 0.029 0.047 0.139
Cl 2.539 0.795 1.359 1.584 0.215 0.451

(3)
15
Properties=species:S:1:pos:R:3:forces:R:3 method="wB97M-V/def2-TZVPD" lumo_energy_ev=-2.37 relative_energy_kcal_mol=13.9 charge=0 homo_lumo_gap_ev=5.4
F -2.868 0.616 0.597 1.186 0.287 0.119
P -1.145 0.833 0.584 -3.540 1.175 -1.495
O 0.611 0.948 0.546 1.676 -1.435 0.158
C 1.217 -0.274 0.224 -0.888 0.137 -0.318
C 0.138 -1.107 -0.613 -0.038 0.623 0.683
S 0.083 -0.753 -2.443 0.245 0.189 -0.077
O -1.052 -0.863 0.094 2.097 -0.946 -0.244
H -1.230 0.550 1.988 0.630 -0.281 -0.406
H -1.294 2.271 0.705 0.521 -0.418 0.838
H -1.282 1.106 -0.837 0.388 -0.251 0.364
H 2.254 -0.142 -0.245 -1.082 0.146 -0.199
H 1.393 -0.981 1.131 -0.763 0.420 -0.225
H 0.455 -2.183 -0.640 -0.585 0.744 0.148
H -0.269 0.562 -2.605 0.202 -0.744 0.667
Li 2.988 -0.582 1.514 -0.049 0.354 -0.015

(4)
14
Properties=species:S:1:pos:R:3:forces:R:3 method="wB97M-V/def2-TZVPD" lumo_energy_ev="-7.42 / -7.67" relative_energy_kcal_mol=87.2 charge=+1 homo_lumo_gap_ev="5.3 / 5.0"
C -2.327 -1.112 -1.365 1.711 0.021 0.730
C 0.948 0.452 -0.895 0.411 0.387 -5.252
N -0.143 0.050 -0.450 -3.880 -1.184 3.822
N 1.970 1.146 -0.467 1.869 0.351 1.734
O 0.961 0.238 -2.235 -0.307 0.024 -1.209
I -0.200 0.311 5.388 0.427 -0.169 -0.032
I -0.458 0.218 1.570 0.034 -0.074 0.017
H -1.443 -1.754 -1.413 -0.576 -0.181 0.177
H -2.737 -0.891 -0.360 0.130 0.028 -0.887
H -2.782 -0.852 -2.325 -0.021 0.407 0.485
H 1.305 -0.302 5.544 -0.484 0.185 -0.087
H 2.802 1.407 -1.048 -1.514 -0.695 0.650
H 2.077 1.101 0.548 0.356 0.468 -0.500
H 0.024 -0.010 -2.492 1.845 0.432 0.352